Entry 1:
Density functional theory data (wB97M-V/def2-TZVPD) for a structure of composition C24H34BN12STi.

Its multiplicity is 2. For the HOMO energy (spin up / spin down), the calculation gives -12.38 / -12.38 eV. The orbital gap (spin up / spin down) is 6.5 / 6.8 eV. The net charge is +2. The LUMO energy (spin up / spin down) is -5.885 / -5.544 eV. For the largest force on an atom, the calculation gives 0.9 eV/A.

Geometry as XYZ:
```
73
Properties=species:S:1:pos:R:3:forces:R:3:lowdin_spin:R:1
Ti -0.9133 1.0326 0.8540 -0.464 0.003 0.806 0.93
C -0.1058 1.7889 -3.3207 0.037 -0.019 0.001 0.00
C -0.7368 1.0077 -2.3696 0.047 -0.054 -0.049 0.00
N -0.6007 1.5399 -1.1442 0.485 0.039 -0.236 0.01
N 0.1348 2.6825 -1.3088 -0.226 0.249 0.004 0.01
C 0.4294 2.8426 -2.6021 0.064 -0.023 0.001 0.00
B 0.1655 3.7632 -0.1974 -0.011 -0.107 0.020 0.00
N 1.0195 3.2682 0.9953 -0.012 -0.004 -0.010 0.01
C 2.1229 3.8131 1.5009 0.012 0.024 0.066 0.00
C 2.5667 3.0277 2.5568 0.028 0.015 -0.044 0.00
C 1.6537 1.9941 2.6199 -0.009 -0.002 0.049 0.00
N 0.6999 2.1329 1.6780 0.333 0.157 -0.227 0.01
N -1.2874 3.9334 0.2983 0.060 -0.013 -0.093 0.01
C -2.0647 5.0162 0.2570 -0.019 0.024 0.023 0.00
C -3.3149 4.6851 0.7529 0.010 0.007 0.008 0.00
C -3.2057 3.3464 1.0827 -0.028 -0.012 0.044 0.00
N -1.9750 2.8772 0.8069 -0.048 0.445 0.077 0.00
H -0.0412 1.6100 -4.3792 -0.010 0.006 0.012 0.00
H -1.2677 0.0890 -2.5432 0.026 -0.117 0.019 0.00
H 1.0035 3.6935 -2.9321 -0.052 0.025 0.018 0.00
H 0.6016 4.7909 -0.6152 0.005 -0.039 0.011 0.00
H 2.5222 4.7275 1.0923 -0.014 -0.020 -0.014 0.00
H 3.4235 3.1916 3.1866 -0.018 0.007 -0.006 0.00
H 1.6503 1.1750 3.3196 -0.026 -0.016 -0.024 0.00
H -1.6840 5.9535 -0.1157 0.008 -0.029 -0.002 0.00
H -4.1745 5.3227 0.8610 0.020 -0.005 -0.010 0.00
H -3.9770 2.7192 1.4971 0.022 -0.033 -0.004 0.00
C -1.6377 -1.9958 0.7888 0.064 0.117 0.128 0.00
C -0.2537 -1.9386 1.4063 -0.071 0.123 -0.120 0.00
N -0.0328 -0.6157 2.0603 0.185 -0.166 0.124 0.00
C -0.5836 -0.5168 3.4373 -0.084 0.024 -0.090 0.00
C -2.0994 -0.3456 3.4325 0.072 -0.027 -0.016 0.00
N -2.5499 0.5550 2.3290 -0.113 0.071 -0.049 0.00
C -3.7072 0.0220 1.5374 0.037 -0.058 -0.042 0.00
C -3.2939 -0.2816 0.0865 0.050 -0.100 0.242 0.00
N -1.8751 -0.7086 0.0827 -0.183 -0.481 -0.597 0.01
H -2.4156 -2.1481 1.5311 0.009 0.005 -0.015 0.00
H -1.6894 -2.8206 0.0798 0.014 -0.028 -0.029 0.00
H 0.4746 -2.0237 0.5977 0.006 0.010 0.030 0.00
H -0.0940 -2.7519 2.1163 -0.007 -0.035 0.010 0.00
H 0.9751 -0.4943 2.1244 -0.007 -0.036 0.017 0.00
H -0.1253 0.3437 3.9211 0.003 0.041 -0.015 0.00
H -0.3210 -1.4015 4.0213 0.025 -0.002 0.033 0.00
H -2.4161 0.0557 4.3945 0.005 0.007 0.017 0.00
H -2.5911 -1.3083 3.3277 -0.012 0.005 -0.011 0.00
H -2.8209 1.4384 2.7472 -0.057 -0.038 0.012 0.00
H -4.5343 0.7273 1.5423 0.006 0.042 -0.007 0.00
H -4.0837 -0.8763 2.0223 0.009 -0.006 0.024 0.00
H -3.3851 0.6065 -0.5421 0.021 0.021 -0.018 0.00
H -3.9468 -1.0537 -0.3239 -0.017 0.014 -0.073 0.00
H -1.5438 -0.8572 -0.8727 -0.103 -0.137 -0.012 0.00
C 0.0362 -5.1556 -4.0890 0.016 -0.019 0.039 0.00
N 1.1325 -4.5876 -3.3168 -0.103 0.002 -0.118 0.00
C 2.4185 -5.0890 -3.3010 -0.099 -0.047 -0.032 0.00
C 3.1551 -4.2849 -2.5332 -0.076 0.118 0.179 0.00
N 2.3144 -3.2629 -2.0604 0.131 0.108 -0.186 0.00
C 1.0386 -3.4641 -2.5674 0.234 -0.114 0.134 0.00
S -0.4088 -2.6399 -2.3518 -0.152 0.089 -0.013 0.00
C 2.8160 -2.1437 -1.3384 -0.004 -0.006 0.106 0.00
C 4.1512 -2.1304 -0.9147 -0.060 -0.078 -0.018 0.00
C 4.6056 -1.0464 -0.1964 0.046 0.022 0.035 0.00
C 3.7427 0.0091 0.0749 -0.006 0.017 -0.042 0.00
C 2.4578 -0.0918 -0.4138 -0.078 -0.038 -0.076 0.00
N 1.9912 -1.1438 -1.0924 -0.026 0.027 0.030 0.00
H 0.2746 -6.1920 -4.3116 0.018 0.007 -0.005 0.00
H -0.1009 -4.6012 -5.0159 -0.004 0.022 0.008 0.00
H -0.8787 -5.0999 -3.5076 -0.010 -0.016 0.020 0.00
H 2.6930 -5.9840 -3.8304 -0.027 0.013 -0.012 0.00
H 4.1869 -4.3740 -2.2648 0.040 0.042 -0.034 0.00
H 4.8315 -2.9362 -1.1299 0.013 -0.038 0.013 0.00
H 5.6322 -1.0218 0.1443 -0.006 -0.006 -0.013 0.00
H 4.0690 0.8851 0.6182 -0.015 0.000 0.001 0.00
H 1.7469 0.7198 -0.2808 0.100 0.023 0.002 0.00
```
Forces are in eV/Å.

=====

Entry 2:
Density functional theory data (wB97M-V/def2-TZVPD) for an isolated molecule of C3H7NOS2.

Its energy relative to the best compared isomer or geometry (same formula, charge and spin) is 12.07 kcal/mol. Its multiplicity is 1. For the HOMO energy, the calculation gives -8.52 eV. The orbital gap is 9.0 eV. The net charge is 0. The LUMO energy is 0.485 eV. For the largest force on an atom, the calculation gives 1.4 eV/A.

Geometry as XYZ:
```
14
Properties=species:S:1:pos:R:3:forces:R:3:nbo_charge:R:1
N 1.8459 -2.1899 -0.1657 -0.599 -1.045 -0.642 -0.85
C 2.1851 -0.8879 0.0690 -0.241 0.546 0.249 0.68
O 3.1621 -0.5647 0.6963 0.444 -0.073 0.584 -0.58
C 1.2016 0.2060 -0.3584 0.473 -0.347 -0.389 -0.52
C 0.1307 0.4762 0.6928 0.062 -0.038 0.455 -0.53
S -1.3052 1.4303 0.1015 0.316 -0.051 0.830 0.11
S -2.6090 0.0328 -0.6175 -0.182 -0.450 -0.956 -0.15
H 1.5954 -2.4638 -1.1015 -0.604 0.386 -0.087 0.39
H 2.3481 -2.9524 0.2564 0.623 0.434 0.368 0.40
H 1.8783 1.0541 -0.4562 -0.432 0.276 -0.266 0.24
H 0.7038 -0.0132 -1.3085 0.168 -0.046 0.042 0.22
H 0.4816 1.0953 1.5178 0.382 0.243 -0.181 0.24
H -0.1534 -0.4348 1.2312 -0.421 -0.017 -0.473 0.23
H -2.5031 -0.9630 0.2688 0.013 0.183 0.468 0.13
```
Forces are in eV/Å.

=====

Entry 3:
Density functional theory data (wB97M-V/def2-TZVPD) for a cluster of 2 separate species, C6H18N2P in total.

Its energy relative to the best compared isomer or geometry (same formula, charge and spin) is 62.73 kcal/mol. Its multiplicity is 1. For the HOMO energy (spin up / spin down), the calculation gives -11.52 / -11.52 eV. The orbital gap (spin up / spin down) is 7.8 / 7.8 eV. The net charge is +1. The LUMO energy (spin up / spin down) is -3.683 / -3.683 eV. For the largest force on an atom, the calculation gives 2.8 eV/A.

Geometry as XYZ:
```
27
Properties=species:S:1:pos:R:3:forces:R:3:nbo_charge:R:1
C -1.0658 1.7780 0.6674 0.089 -0.161 -0.004 -0.64
C -1.3051 1.6554 -1.8214 0.140 -0.105 0.021 -0.64
C 1.8789 -1.6373 1.8450 -0.014 -0.349 0.416 -0.41
C -1.8915 -0.8886 0.0704 -0.679 -0.273 0.396 -0.43
C -0.5557 1.1242 -0.6089 0.044 0.820 -0.040 -0.04
C 0.5273 -1.0898 -0.1105 2.513 0.362 -1.213 0.14
N 0.9573 -0.7621 1.1501 -0.639 0.420 -0.409 -0.63
N -0.6706 -0.3868 -0.5982 -0.001 -0.089 -0.373 -0.41
P 2.2435 -0.4786 -2.0722 -1.860 -0.197 1.099 0.00
H -2.1517 1.7704 0.7081 -0.104 -0.015 0.044 0.23
H -0.6818 1.3132 1.5704 -0.002 -0.014 0.125 0.22
H -0.7489 2.8174 0.6694 0.036 0.062 -0.052 0.25
H -2.3651 1.4173 -1.7731 -0.137 -0.033 0.016 0.22
H -0.8903 1.2623 -2.7474 0.043 -0.037 -0.122 0.23
H -1.2166 2.7383 -1.8554 0.027 0.044 0.019 0.26
H 2.8131 -1.1257 2.0709 0.022 -0.012 -0.103 0.22
H 1.4281 -1.9646 2.7858 0.146 -0.037 -0.081 0.22
H 2.0974 -2.5148 1.2402 0.044 -0.001 -0.021 0.21
H -1.7990 -0.7579 1.1452 0.075 0.042 -0.079 0.24
H -2.7685 -0.3549 -0.2886 0.086 0.053 -0.064 0.24
H -2.0153 -1.9482 -0.1445 0.111 0.027 -0.074 0.24
H 0.5131 1.3275 -0.7410 -0.159 -0.171 0.037 0.23
H 0.4639 -2.1581 -0.2797 -0.124 0.052 -0.045 0.22
H 1.1154 0.2180 1.3350 -0.019 -0.050 -0.126 0.39
H -0.7315 -0.6404 -1.5910 0.098 -0.004 0.216 0.45
H 2.7113 -1.7864 -2.1569 0.055 -0.521 -0.039 -0.01
H 3.2715 -0.1246 -1.2001 0.206 0.187 0.454 -0.01
```
Forces are in eV/Å.

=====

E_tot, respectively: -2864.24045, -1044.88315, -689.94219 Ha.